A 2-piece molecular cluster, C4H11NO2 overall in a non-equilibrium geometry. Source: OMol25; level of theory: the ωB97M-V functional and the def2-TZVPD basis.

Atoms and positions in Å:
C -1.581 0.158 -0.193
N -0.233 -0.295 -0.015
C 2.335 0.555 0.182
C 0.693 0.768 0.549
C 0.328 0.777 2.104
O 0.264 1.895 2.727
H -2.082 0.207 0.832
H -2.212 -0.470 -0.828
H -1.487 1.216 -0.608
H 0.215 -0.642 -0.888
H 2.714 1.537 0.639
H 2.475 0.615 -0.950
H 2.732 -0.359 0.630
H 0.473 1.776 0.158
H 0.575 -0.130 2.680
H -2.409 -2.304 -1.892
H -1.338 -2.945 -2.962
O -1.461 -2.359 -2.166

- calculated total energy (Eh) = -364.138475
- E_HOMO (alpha / beta) (hartree) = 0.0174 / -0.1032
- Kohn-Sham gap (alpha / beta) (eV) = 2.518 / 5.667
- energy relative to the best compared isomer or geometry (same formula, charge and spin) (kJ/mol) = 263.0
- net charge = -1
- multiplicity = 2